# 1
This record from the OMol25 dataset describes the molecule CH3BrClP in a non-equilibrium geometry. The level of theory is the ωB97M-V functional and the def2-TZVPD basis.

Each line ends with the natural charge from an NBO analysis.
Atoms and positions in Å:
C  0.226  -0.776  0.125  -1.02
P  -0.051  0.978  0.606  0.80
Cl  1.118  2.028  -0.879  -0.33
Br  -2.105  1.228  -0.189  -0.22
H  -0.409  -1.490  0.761  0.26
H  1.371  -0.970  0.469  0.26
H  -0.150  -0.997  -0.893  0.26

Properties
* calculated total energy: -3415.49174 Eh
* relative energy (zero: lowest compared OMol25 entry of this formula, charge and spin): 7.6 kJ/mol
* gap between HOMO and LUMO: 9.94 eV
* SMILES string: CP(Cl)Br

***

# 2
This record from the OMol25 dataset describes the molecule C5H6O. The level of theory is the ωB97M-V functional and the def2-TZVPD basis.

Each line ends with the natural charge from an NBO analysis.
Atoms and positions in Å:
C  -2.654  0.226  -0.611  -0.70
C  -1.246  0.109  -0.236  0.11
C  -0.092  -0.119  0.037  -0.17
C  1.241  -0.679  0.256  0.52
C  2.395  0.245  0.558  -0.70
O  1.389  -1.882  0.190  -0.50
H  -2.911  1.212  -1.010  0.24
H  -2.870  -0.527  -1.377  0.25
H  -3.298  0.019  0.250  0.25
H  2.364  1.153  -0.051  0.23
H  2.358  0.545  1.612  0.24
H  3.323  -0.303  0.382  0.24

Properties
* calculated total energy: -269.29181 Eh
* relative energy (zero: lowest compared OMol25 entry of this formula, charge and spin): 142.9 kJ/mol
* gap between HOMO and LUMO: 10.63 eV
* SMILES string: CC#CC(C)=O

***

# 3
This record from the OMol25 dataset describes a structure of composition C21H60F6LiN7O23S2 in a non-equilibrium geometry. The level of theory is the ωB97M-V functional and the def2-TZVPD basis.

Each line ends with the Mulliken charge.
Atoms and positions in Å:
Li  -24.775  18.986  -18.853  1.01
C  -21.955  20.924  -20.994  0.14
F  -21.838  22.264  -21.015  -0.04
F  -23.031  20.555  -21.690  -0.16
F  -20.913  20.281  -21.503  -0.13
S  -22.216  20.460  -19.194  -0.41
O  -20.995  20.654  -18.431  0.00
O  -23.333  21.393  -18.884  0.03
N  -22.945  18.787  -19.176  0.41
S  -21.702  17.979  -19.068  0.13
O  -20.481  18.386  -19.822  -0.53
O  -21.470  17.536  -17.732  -0.38
C  -22.277  16.304  -20.045  0.17
F  -21.190  15.490  -19.927  -0.24
F  -23.227  15.701  -19.355  0.05
F  -22.440  16.510  -21.398  -0.23
C  -22.021  15.294  -15.263  0.14
C  -22.928  14.359  -16.161  0.08
O  -22.896  13.012  -15.786  -0.66
O  -22.634  15.612  -13.965  -0.59
H  -22.040  16.230  -15.822  -0.11
H  -21.035  14.872  -15.069  0.44
H  -22.614  14.325  -17.205  -0.29
H  -23.983  14.629  -16.199  0.20
H  -23.141  12.562  -16.598  0.49
H  -21.985  16.212  -13.592  0.32
C  -19.765  19.504  -15.295  0.01
C  -18.656  19.055  -16.291  -0.03
O  -18.161  17.772  -15.986  -0.55
O  -19.136  19.486  -14.033  -0.58
H  -20.709  18.960  -15.291  -0.01
H  -20.068  20.521  -15.544  0.10
H  -17.815  19.740  -16.185  0.33
H  -18.876  19.062  -17.359  0.09
H  -18.256  17.775  -15.031  0.33
H  -19.104  18.587  -13.698  0.32
C  -19.483  11.969  -17.365  -0.49
C  -20.187  12.289  -18.654  -0.02
O  -19.606  11.804  -19.863  -0.53
O  -18.109  12.470  -17.327  -0.52
H  -19.541  10.892  -17.208  0.39
H  -19.953  12.309  -16.443  0.20
H  -20.462  13.341  -18.583  0.18
H  -21.143  11.765  -18.644  0.13
H  -19.628  10.844  -19.860  0.35
H  -18.225  13.357  -17.675  0.32
C  -24.473  23.485  -23.219  0.00
C  -23.131  23.606  -23.953  -0.48
O  -22.753  22.351  -24.477  -0.49
O  -25.028  24.720  -22.825  -0.54
H  -24.405  22.869  -22.322  -0.22
H  -25.174  22.997  -23.896  0.48
H  -22.499  23.943  -23.131  0.17
H  -23.147  24.344  -24.755  0.39
H  -21.912  22.340  -24.938  0.29
H  -25.954  24.570  -23.030  0.34
C  -27.140  17.317  -19.988  -0.22
C  -27.542  15.782  -20.165  -0.90
O  -26.801  15.178  -21.172  -0.40
O  -25.746  17.310  -19.664  0.03
H  -27.678  18.021  -19.353  0.37
H  -27.197  17.732  -20.994  0.18
H  -28.611  15.705  -20.362  0.49
H  -27.407  15.296  -19.198  0.24
H  -27.120  15.424  -22.044  0.29
H  -25.395  16.466  -19.957  0.05
C  -24.418  19.133  -14.807  -0.18
C  -24.565  18.098  -16.032  0.83
O  -25.406  18.715  -16.968  -0.18
O  -25.628  19.275  -14.129  -0.55
H  -24.157  20.130  -15.163  -0.04
H  -23.616  18.895  -14.109  0.36
H  -24.814  17.074  -15.755  0.50
H  -23.614  17.941  -16.541  -1.04
H  -26.321  18.674  -16.683  0.16
H  -25.819  18.344  -13.994  0.39
C  -24.834  12.678  -18.952  0.10
C  -24.105  12.600  -20.344  -0.08
O  -24.094  11.238  -20.668  -0.57
O  -24.150  11.957  -17.916  -0.50
H  -25.915  12.585  -19.060  0.45
H  -24.881  13.739  -18.707  -0.28
H  -23.138  13.081  -20.197  -0.01
H  -24.576  13.299  -21.036  0.20
H  -24.959  10.932  -20.951  0.37
H  -24.247  11.030  -18.145  0.30
C  -18.849  23.208  -19.408  0.34
C  -18.033  23.037  -18.111  -0.17
O  -16.680  23.360  -17.940  -0.56
O  -18.659  24.501  -19.928  -0.60
H  -19.870  22.847  -19.279  -0.28
H  -18.425  22.522  -20.141  0.26
H  -18.234  21.989  -17.893  -0.05
H  -18.659  23.574  -17.398  0.30
H  -16.604  24.307  -17.803  0.36
H  -19.505  24.930  -19.783  0.38
C  -22.592  23.746  -17.419  0.57
O  -21.426  23.606  -17.198  -0.56
N  -22.915  24.483  -18.367  -0.27
N  -23.628  23.354  -16.733  -0.36
H  -22.226  24.634  -19.090  0.12
H  -23.866  24.786  -18.516  0.15
H  -23.604  22.663  -15.996  0.17
H  -24.515  23.564  -17.168  0.14
C  -26.181  21.556  -20.029  0.05
O  -25.775  20.388  -19.824  -0.34
N  -25.533  22.710  -19.735  -0.12
N  -27.362  21.831  -20.461  -0.38
H  -25.889  23.604  -20.041  0.22
H  -24.656  22.584  -19.250  -0.01
H  -27.496  22.798  -20.722  0.14
H  -27.839  21.061  -20.908  0.28
C  -21.998  18.577  -25.716  0.64
O  -21.779  17.412  -25.884  -0.65
N  -21.944  19.149  -24.526  -0.10
N  -22.405  19.406  -26.627  -0.35
H  -21.754  18.710  -23.636  0.03
H  -22.197  20.125  -24.469  0.09
H  -22.225  19.125  -27.580  0.21
H  -22.983  20.193  -26.368  0.20

Properties
* calculated total energy: -4352.88280 Eh
* gap between HOMO and LUMO: 8.24 eV

***

# 4
This record from the OMol25 dataset describes a cluster of 2 separate species, CH3Br2O2P in total in a non-equilibrium geometry. The level of theory is the ωB97M-V functional and the def2-TZVPD basis.

Each line ends with the natural charge from an NBO analysis.
Atoms and positions in Å:
C  -0.082  -1.557  0.477  -0.29
O  1.358  -2.010  -3.975  -0.98
O  0.216  -0.715  -0.567  -0.48
P  0.968  -2.493  -2.665  1.47
Br  -0.792  -3.851  -2.787  -0.14
Br  2.510  -3.895  -1.620  -0.17
H  0.779  -1.564  1.344  0.16
H  -0.402  -2.575  0.062  0.20
H  -0.968  -1.008  0.906  0.22

Properties
* calculated total energy: -5679.66300 Eh
* relative energy (zero: lowest compared OMol25 entry of this formula, charge and spin): 426.4 kJ/mol
* gap between HOMO and LUMO (spin up / spin down): 5.81 / 5.87 eV

***

# 5
This record from the OMol25 dataset describes a cluster of 4 separate species, C4H17N2O4 in total in a non-equilibrium geometry. The level of theory is the ωB97M-V functional and the def2-TZVPD basis.

Each line ends with the natural charge from an NBO analysis.
Atoms and positions in Å:
C  0.932  0.078  0.013  -0.25
N  2.010  0.034  -0.964  -0.67
C  1.800  -0.963  -1.968  0.09
O  1.637  -2.275  -1.423  -0.80
C  0.647  1.515  0.489  -0.04
C  1.333  1.864  1.844  -0.61
N  -0.776  1.654  0.730  -0.89
H  1.227  -0.509  0.896  0.18
H  -0.016  -0.351  -0.293  0.25
H  2.964  0.110  -0.654  0.36
H  2.669  -1.090  -2.624  0.14
H  0.994  -0.676  -2.595  0.15
H  1.043  2.253  -0.211  0.16
H  1.281  0.985  2.496  0.20
H  2.374  2.221  1.852  0.18
H  0.747  2.646  2.291  0.20
H  -1.178  2.565  0.919  0.37
H  -1.401  0.907  0.499  0.41
H  -1.512  -2.005  -0.352  0.51
H  -2.573  -2.062  1.346  0.44
O  -2.226  -1.511  0.634  -1.18
H  -2.925  -0.144  0.950  0.50
H  -3.735  0.650  -0.018  0.44
O  -3.499  0.697  0.891  -1.02
H  -1.496  -2.015  -2.009  0.45
H  0.645  -2.353  -1.437  0.51
O  -0.967  -2.222  -1.298  -1.07

Properties
* charge: -1
* calculated total energy: -573.09209 Eh
* relative energy (zero: lowest compared OMol25 entry of this formula, charge and spin): 88.1 kJ/mol
* gap between HOMO and LUMO: 8.59 eV

***

# 6
This record from the OMol25 dataset describes a structure of composition C6H12. The level of theory is the ωB97M-V functional and the def2-TZVPD basis.

Each line ends with the natural charge from an NBO analysis.
Atoms and positions in Å:
C  1.972  -0.174  0.823  -0.71
C  1.099  0.662  -0.069  -0.04
C  -0.144  1.172  0.619  -0.51
C  -1.399  0.853  -0.199  -0.38
C  -1.396  -0.659  -0.430  -0.42
C  -0.073  -1.053  -1.065  -0.50
H  1.444  -0.846  1.523  0.18
H  2.535  0.542  1.440  0.25
H  2.713  -0.749  0.257  0.22
H  0.712  -0.125  -1.089  0.23
H  -0.038  2.262  0.701  0.24
H  -0.274  0.774  1.642  0.17
H  -2.309  1.180  0.316  0.21
H  -1.353  1.380  -1.161  0.20
H  -1.514  -1.157  0.539  0.20
H  -2.241  -0.967  -1.056  0.22
H  0.396  -1.942  -0.636  0.22
H  -0.131  -1.154  -2.154  0.22

Properties
* calculated total energy: -235.66972 Eh
* relative energy (zero: lowest compared OMol25 entry of this formula, charge and spin): 389.9 kJ/mol
* gap between HOMO and LUMO: 8.64 eV